{"formula": "C9H9IN2O2S", "method": "ωB97M-V/def2-TZVPD", "lumo_energy_ha": [-0.00302, 0.00001], "de_lowest_ev": 1.1124, "molar_mass_g_mol": 336.154, "homo_ev": [-7.15, -7.17], "elements": ["C", "C", "C", "C", "C", "C", "C", "C", "C", "N", "N", "O", "O", "S", "I", "H", "H", "H", "H", "H", "H", "H", "H", "H"], "coordinates": [[-0.20253, -3.72453, -0.81884], [-0.16632, -4.01494, -1.99369], [-3.08160, 1.98257, 0.37925], [-1.87163, 2.07820, -0.23813], [-3.13174, 1.03737, 1.43791], [-1.05094, 0.29994, 0.84072], [2.23746, -1.76651, 2.13749], [2.03658, 0.90619, -1.50227], [1.06208, -0.68364, 0.35252], [-0.85074, 1.26692, -0.04436], [-2.12263, 0.19186, 1.67011], [-0.13934, -0.68541, 1.09904], [1.99544, -1.50313, 0.92386], [1.18119, -0.73772, -1.37188], [-0.21038, -4.75075, -3.84820], [-4.02216, 2.42445, 0.05334], [-1.76621, 2.77419, -0.97008], [-4.01065, 0.90720, 2.00339], [-0.22656, -3.20271, 0.00540], [1.39845, -1.45885, 2.90567], [3.18534, -2.33029, 2.27979], [2.56778, 1.08252, -2.40010], [2.77948, 0.82358, -0.64499], [1.42832, 1.80919, -1.22103]], "atomic_forces_ev_per_a": [[0.1752, -1.9133, -5.1950], [-0.1494, -0.3397, 0.9085], [-1.0363, -1.4799, 1.6119], [-0.8962, -1.0606, 0.6914], [1.6617, -0.0810, -1.8982], [-0.8549, 0.3350, 1.4223], [-1.5385, -0.3092, 2.2795], [0.2148, 0.3556, 2.9463], [0.4409, -1.5993, 0.5584], [0.9331, -1.2913, 0.7797], [0.1635, 0.3726, -0.6582], [0.5519, 0.6970, -0.9284], [-0.7116, 1.8689, -1.1724], [-0.1293, 1.2303, -0.5154], [0.0584, 0.1363, 0.1820], [0.5936, 0.5096, 0.1247], [0.6120, 2.0458, -2.1294], [-0.8425, -0.1189, 0.8242], [-0.1391, 2.0736, 4.1856], [2.1649, -0.8342, -1.3228], [-1.0818, 0.5438, 0.2404], [0.3454, -0.1957, -1.1115], [-0.5785, 0.2480, -1.2823], [0.0427, -1.1931, -0.5413]]}



{"formula": "C5H8O", "method": "ωB97M-V/def2-TZVPD", "lumo_energy_ha": 0.01176, "de_lowest_ev": 5.1648, "smiles": "C1CC2=C1C2.O", "molar_mass_g_mol": 84.118, "homo_ev": -9.06, "elements": ["C", "C", "C", "C", "C", "H", "H", "H", "H", "H", "H", "O", "H", "H"], "coordinates": [[-1.34012, -0.68477, -0.37829], [-0.05280, -1.24482, 0.25626], [0.63361, 0.08691, -0.11961], [-0.49733, 0.55506, -0.68914], [0.72851, 0.68365, -1.50475], [-2.18546, -0.50363, 0.28761], [-1.69351, -1.19799, -1.27752], [-0.06109, -1.44395, 1.32948], [0.38350, -2.09725, -0.27245], [1.18946, 1.66584, -1.55703], [0.89700, 0.06610, -2.39315], [0.62729, 1.37397, 2.51046], [1.40062, 1.15752, 1.97273], [-0.02969, 1.58337, 1.83541]], "atomic_forces_ev_per_a": [[-0.1660, -0.1222, 0.0243], [-0.0030, -0.2209, 0.1239], [-0.0833, 0.0117, -0.0896], [0.0835, 0.0532, 0.0156], [0.1555, 0.1324, -0.3260], [0.1132, -0.0078, -0.1020], [0.0607, 0.0645, 0.1214], [0.0035, 0.0337, -0.1697], [-0.0418, 0.1194, 0.0574], [-0.1014, -0.1857, 0.0359], [-0.0266, 0.0698, 0.1265], [0.0535, 0.0830, -0.0788], [-0.0714, -0.0185, 0.1413], [0.0236, -0.0127, 0.1198]]}



{"formula": "C16H45BrO9Si", "method": "ωB97M-V/def2-TZVPD", "lumo_energy_ha": -0.02649, "smiles": "C[Si](C)(C)OC(=O)OBr.CCO.CCO.CCO.CCO.CCO.CCO", "molar_mass_g_mol": 489.517, "homo_ev": -9.60, "elements": ["C", "Si", "C", "C", "O", "C", "O", "O", "Br", "H", "H", "H", "H", "H", "H", "H", "H", "H", "C", "C", "O", "H", "H", "H", "H", "H", "H", "C", "C", "O", "H", "H", "H", "H", "H", "H", "C", "C", "O", "H", "H", "H", "H", "H", "H", "C", "C", "O", "H", "H", "H", "H", "H", "H", "C", "C", "O", "H", "H", "H", "H", "H", "H", "C", "C", "O", "H", "H", "H", "H", "H", "H"], "coordinates": [[-2.33701, -1.90567, -0.08622], [-0.57253, -1.21694, -0.38957], [0.23796, -0.84271, 1.33992], [0.44185, -2.67067, -1.23587], [-0.46175, 0.18333, -1.43515], [-1.76172, 0.60734, -1.97158], [-2.28634, 0.16668, -3.14692], [-2.50637, 1.62910, -1.18543], [-1.46882, 3.16130, -1.27002], [-2.37382, -3.05131, -0.41961], [-2.51565, -1.93534, 1.09391], [-3.21780, -1.28876, -0.54440], [-0.00583, -1.76101, 2.03042], [-0.24252, 0.12876, 1.82096], [1.38853, -0.71089, 1.13667], [1.52073, -2.77452, -0.79445], [0.48327, -2.39458, -2.37562], [-0.11886, -3.70057, -1.02159], [0.65854, -5.13208, 3.91820], [-0.36263, -4.05123, 3.62993], [-0.75548, -4.10618, 2.26657], [1.53872, -5.01033, 3.27835], [0.97536, -5.10039, 4.96448], [0.24455, -6.12301, 3.70495], [0.06223, -3.06173, 3.82330], [-1.25124, -4.17371, 4.25669], [-1.13915, -4.98563, 2.10728], [-3.94219, -7.49820, 3.10765], [-3.26619, -7.00071, 4.36846], [-3.37264, -5.58720, 4.45058], [-3.48579, -7.04457, 2.22173], [-3.86502, -8.58614, 3.02689], [-5.00064, -7.21815, 3.09923], [-2.20414, -7.26345, 4.36264], [-3.72542, -7.43984, 5.25938], [-4.31941, -5.36479, 4.46370], [-1.05004, 7.97920, -2.16572], [-0.44568, 6.74689, -1.52519], [-1.30201, 6.26290, -0.50120], [-1.20671, 8.76381, -1.41821], [-0.39967, 8.36765, -2.95452], [-2.02993, 7.75047, -2.59735], [0.52315, 6.98489, -1.07605], [-0.29794, 5.95311, -2.26380], [-2.15674, 6.04646, -0.91180], [5.29455, -2.73389, 2.68216], [4.11761, -2.27949, 1.84404], [3.18287, -1.58502, 2.65648], [4.95910, -3.38707, 3.49443], [6.02256, -3.27522, 2.07138], [5.79247, -1.87704, 3.14767], [3.60981, -3.14015, 1.39860], [4.44332, -1.61556, 1.03746], [3.64127, -0.81796, 3.04054], [3.64639, -3.73570, -5.22975], [2.52241, -3.46052, -4.25247], [3.02672, -2.78212, -3.11162], [4.42642, -4.34238, -4.75812], [3.27495, -4.26259, -6.11320], [4.11939, -2.80137, -5.54929], [2.06703, -4.39773, -3.91891], [1.74457, -2.84352, -4.71262], [3.42135, -1.94744, -3.41754], [-1.76892, 12.81276, -2.06746], [-0.79563, 11.72958, -2.48407], [-1.34692, 10.96401, -3.54523], [-2.71925, 12.37350, -1.74674], [-1.36075, 13.40936, -1.24676], [-1.99294, 13.47679, -2.90870], [-0.59158, 11.05552, -1.64681], [0.15261, 12.16148, -2.81837], [-1.51658, 11.57021, -4.28669]], "atomic_forces_ev_per_a": [[-1.3942, -0.6416, 0.9273], [0.9029, -1.7961, 1.1057], [-0.1842, 0.6482, -0.1088], [-0.0164, -0.1973, -0.0416], [-4.7546, 0.8362, -0.9411], [-1.4109, -2.0138, -5.2263], [3.6734, 2.9431, 8.3888], [2.4844, -2.2704, -1.9956], [-0.3114, -0.1185, 0.3753], [-0.0646, 2.6567, 0.4926], [0.4193, 0.1461, -2.5214], [1.5283, -1.3373, 0.7151], [0.7345, 1.7738, -1.4244], [1.1749, -1.9435, -0.9161], [-2.2612, -0.2433, 0.8886], [-1.9900, 0.3025, -1.0461], [0.0655, -0.9748, 2.1153], [1.1709, 2.2670, -0.6843], [0.2461, -0.0001, 0.0884], [-0.0902, -0.3252, 0.1742], [-0.2122, -0.1449, -0.4326], [-0.0932, 0.0711, 0.1135], [-0.0080, -0.0759, -0.0772], [-0.0410, 0.0400, 0.1179], [-0.0596, -0.0916, -0.1993], [0.1086, 0.0370, 0.1158], [0.1359, 0.5123, 0.1161], [0.0272, -0.1725, -0.1764], [-0.3537, 0.0255, -0.1187], [-0.1696, 0.3217, 0.0976], [0.0067, -0.0908, 0.1287], [-0.0694, 0.0820, -0.0447], [0.0571, -0.1148, 0.0561], [-0.1001, 0.2094, 0.0762], [0.1004, -0.2039, -0.0225], [0.5336, -0.0680, -0.0166], [0.1365, 0.1314, -0.1167], [-0.3118, 0.2254, -0.1756], [-0.2649, -0.3941, 0.1686], [0.0993, -0.1363, -0.0853], [-0.1728, 0.0390, 0.0364], [0.1351, 0.0060, -0.0774], [-0.1927, -0.1527, 0.0952], [0.1883, 0.0746, -0.1636], [0.3955, 0.1617, 0.2522], [0.1636, -0.2040, 0.0358], [0.2192, 0.1501, 0.2149], [-0.0732, 0.3130, 0.2174], [0.0004, 0.0356, -0.1714], [0.0062, 0.0572, 0.0949], [0.0340, -0.0385, -0.1287], [-0.1016, 0.2082, 0.1035], [0.0933, -0.1574, -0.1461], [-0.2777, -0.4089, -0.1873], [0.1011, -0.1826, -0.1604], [0.2400, 0.2103, -0.1302], [0.2461, 0.3374, 0.1380], [-0.1710, 0.0207, -0.0403], [0.0880, 0.0678, 0.0168], [-0.1172, -0.0487, -0.0670], [0.0627, 0.2163, 0.1394], [-0.1031, -0.1539, -0.1317], [-0.2185, -0.4493, 0.1789], [-0.1067, 0.1141, 0.2115], [-0.1696, 0.2728, -0.1823], [-0.0517, -0.0737, -0.4055], [0.1808, 0.0066, 0.0150], [-0.0768, 0.0188, -0.0818], [0.1147, 0.0210, 0.0828], [-0.0461, -0.0346, -0.2496], [0.0859, 0.0563, 0.2003], [0.0791, -0.3577, 0.3997]]}